Entry 1:
Formula: C23H34N2O3
Source: the Open Molecules 2025 dataset
Level of theory: the ωB97M-V functional and the def2-TZVPD basis

Computed properties:
* E: -33521.5432 eV
* SMILES: CC[C@]1(C)C[C@H](C(=O)N2CC3(C[C@H](C(=O)N4[C@@H]5CC=C[C@H]4CCC5)CO3)C2)C1
* LUMO level: 0.0220 Eh
* HOMO energy: -0.3287 Eh
* frontier orbital gap: 9.542 eV
* largest force on an atom: 4.06 eV/Å

Last column: natural (NBO) charge in e.
CARTESIAN COORDINATES (ANGSTROEM)
C (-0.268, 1.391, 7.188)  -0.6096
C (0.150, 2.556, 6.294)  -0.3914
C (-0.158, 2.414, 4.793)  -0.0358
C (-0.396, 3.792, 4.188)  -0.6008
C (0.864, 1.556, 4.005)  -0.3953
C (-0.308, 1.017, 3.162)  -0.3060
C (-0.273, -0.468, 2.835)  0.6987
O (0.389, -1.254, 3.498)  -0.6263
N (-0.959, -0.863, 1.738)  -0.4462
C (-1.317, -0.199, 0.470)  -0.2354
C (-1.684, -1.609, -0.043)  0.2586
C (-0.779, -2.198, -1.119)  -0.4097
C (-1.433, -1.729, -2.427)  -0.3450
C (-0.691, -0.533, -3.028)  0.7123
O (-0.956, 0.596, -2.643)  -0.6355
N (0.162, -0.763, -4.061)  -0.4641
C (0.958, 0.317, -4.610)  -0.1114
C (0.967, 0.204, -6.170)  -0.4311
C (1.172, -1.254, -6.532)  -0.1838
C (1.210, -2.216, -5.608)  -0.1980
C (0.973, -1.977, -4.120)  -0.0760
C (2.280, -1.697, -3.293)  -0.4346
C (2.392, -0.287, -2.632)  -0.4113
C (1.881, 0.902, -3.494)  -0.3933
C (-2.866, -1.368, -1.991)  -0.0675
O (-2.969, -1.745, -0.620)  -0.5163
C (-1.520, -2.173, 1.373)  -0.2104
C (-1.231, 1.384, 4.349)  -0.3918
H (0.055, 1.563, 8.215)  0.2114
H (-1.352, 1.268, 7.203)  0.2008
H (0.177, 0.450, 6.857)  0.2083
H (-0.332, 3.459, 6.685)  0.1949
H (1.223, 2.737, 6.413)  0.2016
H (-0.578, 3.751, 3.112)  0.2037
H (-1.265, 4.269, 4.646)  0.2080
H (0.469, 4.439, 4.347)  0.2099
H (1.651, 2.094, 3.470)  0.1999
H (1.323, 0.798, 4.636)  0.2320
H (-0.490, 1.617, 2.273)  0.2138
H (-2.148, 0.499, 0.568)  0.2078
H (-0.472, 0.244, -0.057)  0.2058
H (0.256, -1.863, -1.009)  0.2156
H (-0.792, -3.287, -1.059)  0.2217
H (-1.484, -2.536, -3.156)  0.2222
H (1.943, -0.177, -4.804)  0.2726
H (1.737, 0.833, -6.617)  0.2291
H (0.014, 0.549, -6.592)  0.2207
H (1.320, -1.517, -7.572)  0.2155
H (1.388, -3.235, -5.935)  0.2126
H (0.460, -2.844, -3.713)  0.2177
H (2.365, -2.448, -2.506)  0.2232
H (3.151, -1.862, -3.931)  0.2115
H (3.424, -0.110, -2.334)  0.2251
H (1.820, -0.299, -1.702)  0.2029
H (2.723, 1.456, -3.916)  0.2109
H (1.344, 1.621, -2.869)  0.2272
H (-3.101, -0.307, -2.095)  0.2002
H (-3.618, -1.914, -2.561)  0.1899
H (-0.794, -2.984, 1.434)  0.2041
H (-2.438, -2.398, 1.914)  0.2111
H (-1.348, 0.561, 5.051)  0.2227
H (-2.221, 1.777, 4.102)  0.2027

Forces on atoms 1 to 6 (eV/Å):
C 0.182 -0.051 -0.131
C -0.240 0.168 0.220
C 0.192 -0.258 0.728
C 0.054 -0.087 -0.183
C 0.034 0.737 -0.433
C 0.416 -1.089 0.255



Entry 2:
Formula: C23H34N2O3
Source: the Open Molecules 2025 dataset
Level of theory: the ωB97M-V functional and the def2-TZVPD basis

Computed properties:
* E: -33521.9413 eV
* SMILES: CC[C@]1(C)C[C@H](C(=O)N2CC3(C[C@H](C(=O)N4[C@@H]5CC=C[C@H]4CCC5)CO3)C2)C1
* LUMO level: 0.0220 Eh
* HOMO energy: -0.3297 Eh
* frontier orbital gap: 9.570 eV
* largest force on an atom: 3.91 eV/Å

Last column: natural (NBO) charge in e.
CARTESIAN COORDINATES (ANGSTROEM)
C (1.773, -6.725, -2.168)  -0.6040
C (2.474, -6.257, -0.898)  -0.3938
C (2.345, -4.755, -0.577)  -0.0392
C (3.717, -4.110, -0.529)  -0.6010
C (1.327, -3.902, -1.389)  -0.3976
C (0.942, -3.178, -0.087)  -0.3094
C (-0.523, -2.904, 0.134)  0.6969
O (-1.397, -3.563, -0.406)  -0.6273
N (-0.809, -1.873, 0.968)  -0.4425
C (-0.095, -0.650, 1.359)  -0.2357
C (-1.442, -0.171, 1.961)  0.2573
C (-2.114, 0.991, 1.244)  -0.4087
C (-1.550, 2.222, 1.978)  -0.3472
C (-0.436, 2.888, 1.182)  0.7132
O (0.712, 2.480, 1.259)  -0.6351
N (-0.766, 3.999, 0.462)  -0.4668
C (0.208, 4.610, -0.420)  -0.0987
C (0.192, 6.152, -0.192)  -0.4299
C (-1.259, 6.565, -0.187)  -0.1797
C (-2.258, 5.689, -0.230)  -0.2004
C (-2.056, 4.185, -0.186)  -0.0764
C (-1.969, 3.488, -1.590)  -0.4348
C (-0.614, 2.798, -1.905)  -0.4138
C (0.668, 3.565, -1.482)  -0.3818
C (-1.036, 1.624, 3.302)  -0.0692
O (-1.415, 0.249, 3.306)  -0.5127
C (-2.031, -1.565, 1.712)  -0.2107
C (1.493, -4.410, 0.673)  -0.3789
H (2.022, -7.766, -2.380)  0.2098
H (0.687, -6.663, -2.081)  0.2066
H (2.076, -6.128, -3.031)  0.2016
H (2.108, -6.845, -0.051)  0.2012
H (3.532, -6.523, -0.982)  0.1968
H (3.669, -3.044, -0.293)  0.2030
H (4.341, -4.589, 0.229)  0.2080
H (4.219, -4.211, -1.495)  0.2084
H (1.730, -3.287, -2.198)  0.2009
H (0.498, -4.492, -1.768)  0.2357
H (1.544, -2.287, 0.081)  0.2122
H (0.693, -0.821, 2.093)  0.2069
H (0.263, -0.050, 0.523)  0.2051
H (-1.905, 0.989, 0.172)  0.2159
H (-3.194, 0.925, 1.379)  0.2212
H (-2.335, 2.945, 2.193)  0.2232
H (-0.441, 4.904, -1.282)  0.2541
H (0.745, 6.671, -0.976)  0.2280
H (0.666, 6.444, 0.756)  0.2214
H (-1.485, 7.625, -0.175)  0.2145
H (-3.278, 6.059, -0.254)  0.2143
H (-2.871, 3.747, 0.386)  0.2168
H (-2.754, 2.731, -1.658)  0.2237
H (-2.207, 4.212, -2.373)  0.2119
H (-0.573, 2.590, -2.974)  0.2252
H (-0.602, 1.821, -1.415)  0.2015
H (1.137, 4.057, -2.336)  0.2089
H (1.414, 2.868, -1.091)  0.2266
H (0.048, 1.712, 3.395)  0.2006
H (-1.487, 2.100, 4.173)  0.1908
H (-2.931, -1.564, 1.095)  0.2039
H (-2.149, -2.188, 2.598)  0.2105
H (0.718, -5.158, 0.835)  0.2160
H (2.023, -4.230, 1.612)  0.2030

Forces on atoms 1 to 6 (eV/Å):
C -0.052 -0.026 0.007
C 0.168 -0.187 -0.030
C -0.418 -0.407 0.014
C 0.103 0.186 0.025
C 0.477 0.239 -0.153
C -0.414 -0.149 -0.239



Entry 3:
Formula: C23H34N4O2
Source: the Open Molecules 2025 dataset
Level of theory: the ωB97M-V functional and the def2-TZVPD basis

Computed properties:
* E: -34457.4405 eV
* SMILES: CC1(C)[C@@H](CNC(=O)c2cnn(CC3CC3)c2)CCN1C(=O)C1CC2(CCC2)C1
* LUMO level: 0.0200 Eh
* HOMO energy: -0.3343 Eh
* frontier orbital gap: 9.640 eV
* largest force on an atom: 0.59 eV/Å

Last column: natural (NBO) charge in e.
CARTESIAN COORDINATES (ANGSTROEM)
C (0.928, -1.880, -0.577)  -0.6353
C (0.086, -0.620, -0.777)  0.1683
C (-0.132, 0.104, 0.550)  -0.6227
C (0.684, 0.337, -1.842)  -0.2335
C (2.202, 0.406, -1.935)  -0.2188
N (2.847, 0.915, -0.741)  -0.6218
C (2.852, 2.250, -0.464)  0.6741
O (2.374, 3.067, -1.230)  -0.6237
C (3.476, 2.638, 0.821)  -0.2615
C (3.924, 3.928, 1.170)  -0.0125
N (4.367, 3.963, 2.414)  -0.2582
N (4.234, 2.705, 2.871)  -0.1590
C (4.657, 2.371, 4.222)  -0.2083
C (5.882, 1.502, 4.245)  -0.2428
C (6.148, 0.662, 5.456)  -0.4121
C (5.740, 0.010, 4.169)  -0.4216
C (3.714, 1.880, 1.948)  -0.0177
C (0.055, -0.116, -3.156)  -0.3968
C (-1.372, -0.447, -2.751)  -0.2055
N (-1.217, -0.984, -1.399)  -0.4609
C (-2.149, -1.745, -0.765)  0.7005
O (-1.990, -2.177, 0.369)  -0.6464
C (-3.459, -1.932, -1.494)  -0.3022
C (-4.615, -2.559, -0.696)  -0.3838
C (-5.573, -1.579, -1.385)  -0.0304
C (-6.395, -2.022, -2.615)  -0.4001
C (-7.459, -0.972, -2.222)  -0.3948
C (-6.847, -0.953, -0.801)  -0.3993
C (-4.360, -0.692, -1.734)  -0.3926
H (1.880, -1.641, -0.099)  0.1943
H (0.391, -2.575, 0.064)  0.2485
H (1.135, -2.374, -1.529)  0.2040
H (0.821, 0.478, 0.928)  0.2058
H (-0.794, 0.961, 0.407)  0.2109
H (-0.575, -0.563, 1.285)  0.2432
H (0.327, 1.348, -1.619)  0.2255
H (2.623, -0.575, -2.158)  0.2026
H (2.456, 1.070, -2.765)  0.2242
H (3.353, 0.290, -0.140)  0.3953
H (3.910, 4.812, 0.556)  0.2251
H (4.839, 3.326, 4.711)  0.2374
H (3.833, 1.873, 4.739)  0.2019
H (6.741, 1.939, 3.750)  0.2265
H (7.172, 0.550, 5.784)  0.2223
H (5.424, 0.690, 6.261)  0.2141
H (4.741, -0.405, 4.112)  0.2076
H (6.484, -0.549, 3.619)  0.2217
H (3.527, 0.843, 2.176)  0.2162
H (0.102, 0.651, -3.928)  0.2228
H (0.560, -1.009, -3.535)  0.1977
H (-1.992, 0.455, -2.749)  0.1905
H (-1.838, -1.176, -3.411)  0.2055
H (-3.299, -2.469, -2.432)  0.2162
H (-4.805, -3.626, -0.811)  0.2060
H (-4.488, -2.330, 0.363)  0.2282
H (-5.926, -1.942, -3.597)  0.1986
H (-6.776, -3.038, -2.486)  0.2016
H (-7.298, -0.026, -2.739)  0.1992
H (-8.505, -1.254, -2.320)  0.2040
H (-7.360, -1.653, -0.138)  0.2050
H (-6.745, 0.006, -0.293)  0.2037
H (-4.180, 0.052, -0.951)  0.2084
H (-4.344, -0.200, -2.707)  0.2049

Forces on atoms 1 to 6 (eV/Å):
C -0.027 -0.009 -0.023
C -0.032 0.033 -0.054
C 0.014 0.014 0.020
C -0.041 -0.022 0.016
C 0.037 0.021 -0.055
N -0.018 0.054 0.049